(1)
146
Properties=species:S:1:pos:R:3:forces:R:3:lowdin_charge:R:1 method="wB97M-V/def2-TZVPD" lumo_energy_ev=-12.6 homo_lumo_gap_ev=1.3 homo_ha=-0.5132 total_charge=+3
Hf 2.201 -4.040 -2.808 -3.88 4.61 6.97 2.290
C 0.551 -0.304 -0.783 0.03 -0.55 -0.25 -0.017
C 0.712 -1.763 -0.322 0.15 0.92 0.66 -0.460
C -0.569 -2.301 0.302 -0.22 -0.60 0.53 -0.027
O 1.155 -2.589 -1.376 2.49 -3.69 -4.37 -0.274
H 1.366 -0.052 -1.462 0.08 0.22 0.14 0.072
H 0.591 0.311 0.117 -0.02 0.18 -0.12 0.061
H -0.395 -0.113 -1.291 -0.05 -0.12 0.02 0.070
H 1.528 -1.733 0.407 -0.12 -0.22 0.29 0.120
H -1.436 -2.350 -0.359 0.22 0.25 -0.35 0.084
H -0.881 -1.694 1.154 0.25 0.34 -0.13 0.078
H -0.460 -3.299 0.735 0.31 -0.11 -0.16 0.059
C -1.782 -4.966 3.306 -0.10 0.53 0.90 0.063
N -0.544 -5.615 2.821 -0.98 -1.07 -0.20 -0.428
O -0.580 -5.987 1.646 0.54 0.48 -0.05 0.004
O 0.353 -5.834 3.586 0.46 0.29 -0.09 0.109
H -1.750 -4.888 4.390 0.29 0.00 -0.06 0.109
H -2.650 -5.564 3.045 0.17 0.09 -0.46 0.112
H -1.773 -3.962 2.884 -0.32 -0.08 -0.13 0.089
C -0.107 4.229 1.758 0.80 0.65 0.11 0.078
N -0.188 2.812 1.328 -0.29 0.45 0.22 -0.390
O -1.055 2.520 0.538 0.10 -0.33 -0.23 0.071
O 0.588 2.027 1.851 -0.34 0.08 -0.30 0.027
H -0.553 4.937 1.065 -0.44 -0.56 -0.18 0.108
H 0.952 4.480 1.807 0.00 -0.18 0.39 0.098
H -0.580 4.287 2.736 0.10 0.00 0.01 0.107
C -0.715 -5.390 -1.427 -0.18 0.19 1.44 -0.022
O -0.010 -4.838 -2.567 1.14 -0.43 -1.39 -0.351
C -0.923 -4.597 -3.696 0.12 0.96 -0.09 -0.112
C -1.000 -3.116 -3.976 0.12 -0.74 0.65 -0.156
O 0.324 -2.592 -3.981 1.44 -1.09 -0.98 -0.302
C 0.340 -1.213 -4.377 0.04 1.64 0.76 -0.038
H -1.422 -4.654 -1.041 0.14 0.26 -0.21 0.104
H -0.001 -5.566 -0.626 0.02 -0.19 -0.15 0.063
H -1.297 -6.285 -1.638 0.49 -0.16 -0.51 0.127
H -1.937 -4.857 -3.399 0.17 -0.72 -0.16 0.154
H -0.561 -5.110 -4.586 -0.09 -0.45 0.22 0.144
H -1.555 -2.633 -3.170 -0.09 0.31 -0.22 0.151
H -1.488 -3.041 -4.950 -0.03 0.52 0.03 0.163
H -0.087 -0.972 -5.350 0.01 -0.70 -0.16 0.114
H 1.333 -0.771 -4.310 0.23 -0.54 -0.11 0.083
H -0.230 -0.648 -3.635 -0.20 -0.10 0.00 0.093
C 3.337 1.749 0.912 -0.63 0.82 0.16 -0.130
O 4.738 1.670 0.946 -0.53 0.00 -0.42 -0.175
C 5.479 2.796 1.418 1.15 -0.53 -0.46 -0.179
C 5.329 4.093 0.644 -0.27 -0.45 0.45 -0.192
O 4.059 4.669 0.929 0.10 -0.34 -0.41 -0.205
C 3.809 5.820 0.160 -0.79 0.39 -0.04 -0.112
H 2.965 1.932 1.920 -0.30 -0.36 -0.02 0.088
H 2.877 0.892 0.414 0.53 -0.71 0.60 0.061
H 2.897 2.531 0.283 0.60 0.53 0.11 0.060
H 6.464 2.354 1.251 0.40 0.78 -0.09 0.129
H 5.501 2.998 2.493 -1.01 -0.28 0.16 0.133
H 5.456 3.878 -0.421 -0.12 0.21 -0.16 0.129
H 6.110 4.781 0.980 0.19 -0.01 -0.14 0.135
H 3.823 5.656 -0.923 0.62 -0.21 -0.03 0.069
H 4.455 6.653 0.440 0.12 -0.02 -0.11 0.101
H 2.771 6.112 0.331 0.06 0.09 0.39 0.086
C -7.147 2.936 2.580 0.17 0.27 0.52 -0.089
O -6.421 2.413 1.494 -0.24 -0.58 0.08 -0.157
C -5.184 3.024 1.254 -0.30 0.02 -0.98 -0.198
C -4.423 2.196 0.210 -0.02 0.13 1.23 -0.164
O -3.948 1.011 0.857 -0.02 0.22 -0.59 -0.182
C -3.202 0.181 -0.006 0.21 -0.16 1.36 -0.123
H -7.989 2.301 2.850 0.11 -0.26 -0.42 0.094
H -7.550 3.934 2.385 0.15 0.11 -0.14 0.096
H -6.500 2.983 3.462 0.03 0.14 0.10 0.081
H -4.593 3.172 2.163 0.08 -0.30 0.14 0.105
H -5.360 4.026 0.845 0.11 0.13 -0.12 0.136
H -3.575 2.794 -0.130 -0.01 -0.04 -0.31 0.108
H -5.080 1.908 -0.613 -0.05 0.23 -0.12 0.131
H -2.238 0.631 -0.254 -0.13 0.23 -0.39 0.043
H -3.746 -0.172 -0.886 -0.13 0.17 -0.10 0.095
H -2.958 -0.662 0.643 -0.09 -0.34 -0.27 0.068
C 2.734 -4.487 0.661 -1.56 -0.61 0.80 -0.031
O 3.311 -4.135 -0.611 -0.05 -0.38 0.04 -0.334
C 4.662 -3.647 -0.431 0.35 0.13 -1.10 -0.113
C 5.482 -4.381 -1.478 0.12 0.77 0.29 -0.111
O 4.631 -4.590 -2.654 -0.92 0.06 -1.34 -0.345
C 5.428 -5.367 -3.627 -0.32 -0.87 -0.58 -0.014
H 1.694 -4.778 0.504 -0.01 0.20 -0.14 0.071
H 2.737 -3.679 1.392 0.24 0.33 -0.42 0.092
H 3.185 -5.357 1.141 0.54 0.01 -0.47 0.127
H 5.091 -3.813 0.557 -0.44 -0.41 0.11 0.158
H 4.645 -2.562 -0.553 0.00 0.02 -0.29 0.149
H 5.876 -5.337 -1.133 -0.38 -0.19 -0.07 0.153
H 6.331 -3.774 -1.791 -0.01 0.01 -0.06 0.153
H 6.373 -4.896 -3.889 -0.01 0.21 0.51 0.119
H 4.928 -5.548 -4.581 -0.60 0.59 0.15 0.099
H 5.541 -6.373 -3.224 0.41 0.17 0.29 0.115
C -3.270 2.638 5.102 -0.18 0.42 1.01 -0.071
O -3.071 1.242 5.334 0.02 1.03 -0.43 -0.157
C -2.515 0.685 4.163 -0.32 -0.93 0.36 -0.182
C -2.718 -0.854 4.150 0.27 0.70 -0.69 -0.190
O -4.065 -1.249 4.207 0.89 -0.05 0.91 -0.133
C -4.531 -1.290 5.551 -1.55 0.27 0.03 -0.080
H -3.744 3.143 5.945 -0.35 -0.70 0.24 0.099
H -3.910 2.809 4.237 0.22 -0.02 -0.22 0.068
H -2.331 3.199 5.069 0.31 -0.30 -0.66 0.088
H -1.435 0.878 4.155 -0.36 -0.01 -0.20 0.082
H -2.973 1.115 3.270 -0.10 -0.02 -0.07 0.113
H -2.092 -1.342 4.902 -0.19 0.03 0.28 0.114
H -2.342 -1.178 3.174 0.06 -0.03 -0.10 0.105
H -3.996 -1.906 6.277 0.47 -0.34 -0.53 0.097
H -5.556 -1.648 5.456 0.05 -0.15 0.22 0.098
H -4.591 -0.300 6.007 0.15 0.15 -0.25 0.088
C -0.964 1.983 -6.316 -0.26 -0.68 -0.26 -0.099
O -1.698 1.981 -5.115 -0.18 -0.60 -0.05 -0.198
C -1.079 2.532 -3.973 -0.31 -0.27 -0.04 -0.199
C -2.020 2.392 -2.783 0.06 0.98 -1.01 -0.210
O -3.152 3.236 -2.899 0.19 0.36 0.19 -0.181
C -4.210 2.784 -3.749 0.70 -0.41 0.12 -0.071
H -1.044 2.943 -6.828 0.56 0.12 0.10 0.105
H -1.388 1.236 -6.992 -0.54 0.14 0.10 0.088
H 0.047 1.585 -6.185 0.34 0.69 0.21 0.060
H -0.836 3.589 -4.117 0.00 0.06 -0.04 0.137
H -0.148 1.997 -3.748 0.15 0.00 0.01 0.096
H -1.417 2.761 -1.952 -0.36 -0.13 0.39 0.109
H -2.305 1.346 -2.630 -0.08 -0.14 0.04 0.107
H -4.456 1.789 -3.370 -0.60 -0.08 -0.34 0.083
H -3.912 2.728 -4.796 0.15 -0.14 0.08 0.079
H -5.045 3.479 -3.712 0.05 -0.03 0.52 0.096
C 2.258 4.641 -3.260 -0.16 -0.28 -0.95 -0.067
C 2.684 3.543 -2.548 -0.15 -0.15 0.70 -0.082
C 2.765 2.281 -3.148 -0.24 0.15 0.04 -0.100
C 2.360 2.136 -4.462 1.34 0.50 0.39 -0.142
C 2.107 3.274 -5.226 0.01 -1.71 -0.42 -0.102
C 2.045 4.508 -4.637 -0.80 0.70 0.29 -0.066
H 2.075 5.592 -2.782 0.20 0.03 0.05 0.110
H 2.872 3.727 -1.497 0.28 -0.46 0.06 0.071
H 3.165 1.395 -2.670 -0.08 0.17 0.55 0.088
H 2.485 1.156 -4.908 -0.20 0.05 -0.32 0.085
H 1.995 3.018 -6.271 -0.32 0.93 -0.22 0.110
H 1.675 5.364 -5.186 0.35 0.06 -0.20 0.118
C 1.113 -2.667 4.989 -0.03 0.30 -0.36 -0.070
C 1.288 -2.210 3.704 -0.28 0.20 -1.68 -0.104
C 0.992 -0.906 3.311 0.09 -0.15 0.23 -0.087
C 0.537 -0.022 4.253 0.44 1.44 1.04 -0.117
C 0.405 -0.400 5.586 -0.10 -1.37 -0.50 -0.055
C 0.657 -1.730 5.902 0.07 0.23 1.40 -0.072
H 1.340 -3.705 5.186 -0.11 0.06 0.47 0.104
H 1.578 -2.856 2.881 0.23 -0.40 0.30 0.065
H 1.141 -0.538 2.304 0.05 -0.19 -0.05 0.077
H 0.397 1.030 4.030 0.10 -0.17 -0.34 0.091
H 0.039 0.208 6.400 0.07 0.48 -0.29 0.125
H 0.528 -1.941 6.957 0.05 -0.58 -0.07 0.116

(2)
15
Properties=species:S:1:pos:R:3:forces:R:3:lowdin_charge:R:1 method="wB97M-V/def2-TZVPD" lumo_energy_ev="-10.7 / -10.3" homo_lumo_gap_ev="3.2 / 4.5" homo_ha="-0.5086 / -0.5455" total_charge=+2 spin_multiplicity=3 relative_energy_kj_mol=0.0
O 7.092 1.296 -1.242 -1.32 -0.29 0.51 0.384
C 6.046 1.070 -0.840 3.51 0.80 -1.32 -0.285
O 4.975 0.843 -0.430 -2.27 -0.55 0.79 0.000
O 0.588 -0.875 -0.162 6.00 2.73 0.76 -0.410
C -0.727 -1.080 0.213 -2.16 -0.75 0.41 -0.309
C -1.564 0.204 0.174 0.25 0.36 -0.35 -0.206
C -2.970 -0.022 0.683 -0.61 -0.24 0.15 -0.224
C -4.070 0.126 -0.023 0.87 0.03 -0.19 0.182
Ce 2.655 0.159 0.207 -4.83 -2.39 -0.88 2.183
H -0.792 -1.506 1.235 0.27 0.11 -0.38 0.140
H -1.204 -1.820 -0.459 0.41 0.26 0.18 0.149
H -1.582 0.601 -0.852 -0.01 -0.11 0.24 0.123
H -1.071 0.956 0.815 -0.04 -0.03 -0.04 0.107
H -3.047 -0.353 1.728 -0.01 0.15 -0.30 0.109
H -4.330 0.399 -1.047 -0.06 -0.07 0.41 0.058

(3)
41
Properties=species:S:1:pos:R:3:forces:R:3:lowdin_charge:R:1 method="wB97M-V/def2-TZVPD" lumo_energy_ev="-12.0 / -14.7" homo_lumo_gap_ev="6.9 / 4.3" homo_ha="-0.6960 / -0.6972" total_charge=+3 spin_multiplicity=5
C -4.405 -4.758 -3.365 -0.22 0.10 -0.06 -0.004
C -3.092 -4.404 -2.704 1.62 -4.25 -0.68 -0.594
H -4.435 -5.802 -3.716 0.52 0.30 0.31 0.133
H -4.560 -4.102 -4.224 0.04 0.23 0.06 0.118
H -5.216 -4.613 -2.649 0.03 0.22 0.11 0.118
O -2.146 -5.132 -2.542 -2.39 3.40 0.09 0.230
I -2.832 -2.308 -1.924 -0.18 -0.60 -0.27 1.287
Os 0.211 -0.164 0.036 0.54 4.11 1.54 1.155
P -0.941 -0.613 1.888 -1.16 -1.68 3.87 0.607
C 0.111 -1.226 3.245 -0.13 -0.03 -0.06 -0.209
C -1.864 0.803 2.557 0.15 0.00 -0.49 -0.197
H -2.319 0.511 3.510 0.02 0.08 -0.17 0.085
H -2.720 -2.130 2.464 0.00 -0.04 -0.28 0.085
H -2.637 1.074 1.829 -0.04 0.10 0.26 0.066
H -2.802 -1.600 0.735 0.02 -0.07 0.66 -0.058
H 0.855 -0.469 3.520 -0.21 -0.11 0.02 0.064
H -1.192 1.660 2.687 -0.20 -0.23 0.09 0.058
C -2.141 -1.920 1.555 -0.26 -0.02 -0.06 -0.290
H -0.522 -1.457 4.110 0.21 0.03 -0.05 0.080
H -1.610 -2.817 1.218 -0.10 0.06 0.22 0.052
H 0.641 -2.129 2.918 -0.17 0.13 0.13 0.062
P 0.680 0.633 -1.990 2.04 0.78 -3.78 0.607
C 2.461 0.577 -2.378 -0.13 -0.03 -0.06 -0.209
C -0.137 -0.376 -3.244 -0.23 0.01 -0.15 -0.290
H -0.941 2.377 -2.219 0.12 0.23 -0.12 0.066
H 0.507 2.680 -3.243 -0.11 -0.03 0.15 0.085
H 0.547 2.994 -1.464 -0.04 -0.10 -0.30 0.058
C 0.153 2.352 -2.260 -0.22 -0.27 0.38 -0.197
H -1.221 -0.382 -3.050 0.46 0.27 -0.39 -0.058
H 0.079 0.027 -4.241 -0.17 -0.18 0.14 0.085
H 2.616 0.950 -3.396 0.11 -0.04 0.18 0.080
H 2.821 -0.456 -2.298 -0.07 0.21 -0.12 0.062
H 0.217 -1.410 -3.159 0.06 0.18 -0.16 0.052
H 3.024 1.194 -1.666 -0.12 -0.04 -0.20 0.064
C 1.779 -1.162 0.370 3.95 -4.66 0.15 -0.289
O 2.699 -1.870 0.528 -3.38 3.19 -0.39 0.204
C 1.642 2.224 1.400 0.92 1.09 0.74 -0.109
O 0.519 1.674 0.752 -0.66 -1.64 -0.81 -0.390
H 2.537 2.220 0.758 -0.30 -0.20 0.00 0.106
H 1.888 1.692 2.332 -0.17 -0.10 -0.30 0.105
H 1.442 3.274 1.667 -0.15 -0.39 -0.19 0.119

(4)
11
Properties=species:S:1:pos:R:3:forces:R:3:lowdin_charge:R:1 method="wB97M-V/def2-TZVPD" lumo_energy_ev=0.2 homo_lumo_gap_ev=9.1 homo_ha=-0.3268 smiles="[H]/N=c1/ccon1O" total_charge=0 relative_energy_kj_mol=756.7
C -0.780 -1.159 -1.256 1.90 3.46 0.84 0.089
C -0.431 -1.577 -0.055 2.60 1.26 -0.58 0.002
C 0.255 -0.360 0.578 1.38 -3.75 7.96 -0.385
H -0.171 2.751 0.406 1.08 -3.04 -0.73 0.164
H -1.342 -1.431 -2.106 -0.14 -0.24 -0.79 0.097
H -0.155 -2.558 0.311 -0.99 0.00 0.20 0.117
H 1.013 0.353 2.408 -0.22 -1.64 -2.21 0.075
N -0.275 0.700 -0.048 0.27 4.07 1.94 -0.179
N 0.853 -0.542 1.797 -1.84 2.22 -2.90 0.106
O 0.464 1.938 0.239 -1.41 0.32 -0.22 -0.015
O -0.170 0.357 -1.348 -2.62 -2.64 -3.51 -0.071

Number 1: maximum force 0.1791 hartree/bohr, electronic energy -3048.21310 Ha. Number 2: maximum force 0.1291 hartree/bohr, electronic energy -894.18236 Ha. Number 3: maximum force 0.1188 hartree/bohr, electronic energy -1690.97986 Ha. Number 4: maximum force 0.1733 hartree/bohr, electronic energy -376.47558 Ha.